No. 1
Density functional theory data (ωB97M-V with the def2-TZVPD basis set) for an isolated molecule of C3H3N3O2.

Cartesian coordinates (Å):
C  -0.233  0.447  -2.256
C  -0.100  0.015  -1.148
C  0.086  -0.069  1.354
N  0.440  -2.033  0.088
N  -0.184  1.248  1.232
N  0.159  -0.746  0.101
O  0.252  -0.650  2.387
O  0.490  -2.599  -0.981
H  -0.374  0.901  -3.190
H  -0.297  1.696  0.338
H  -0.237  1.790  2.076

Cartesian forces, eV/Å:
C 0.02 -0.08 0.83
C 0.80 -2.33 2.42
C 0.03 0.05 0.60
N 0.49 -2.26 -0.25
N -0.05 0.21 -0.19
N -1.05 3.23 -3.85
O 0.04 -0.13 0.20
O -0.21 1.19 0.79
H -0.09 0.23 -0.61
H 0.00 0.00 0.10
H 0.01 -0.10 -0.03

Summary:
- energy above the lowest of the compared OMol25 structures with the same formula, charge and spin (kJ/mol) = 518.4
- HOMO-LUMO gap (Ha) = 0.37065
- total charge = 0
- E (a.u.) = -430.72354

Atom charges from the Löwdin analysis, given in e for atoms 1 to 6: atom 1 (C): 0.150, atom 2 (C): -0.074, atom 3 (C): -0.561, atom 4 (N): -0.026, atom 5 (N): 0.184, atom 6 (N): -0.024

No. 2
Density functional theory data (ωB97M-V with the def2-TZVPD basis set) for an isolated molecule of C3H3N3O2.

Cartesian coordinates (Å):
C  0.668  0.150  -1.623
C  -0.029  -0.158  -0.392
C  -0.510  0.683  1.951
H  1.523  0.683  -1.514
H  0.665  -0.730  -2.458
H  0.123  0.896  -2.411
N  0.051  -1.435  -0.011
N  -0.593  -1.695  1.186
N  -0.732  -0.733  2.075
O  -0.706  1.543  2.745
O  -0.461  0.796  0.451

Cartesian forces, eV/Å:
C -4.30 -0.32 -6.59
C 0.92 -2.43 3.18
C -1.36 -3.17 -2.26
H 3.00 0.97 0.68
H 0.65 1.57 2.88
H 0.46 -1.17 2.39
N -1.37 1.76 0.16
N 0.73 3.45 1.50
N -0.15 -2.05 0.43
O 1.02 -0.95 -1.94
O 0.40 2.35 -0.42

Summary:
- energy above the lowest of the compared OMol25 structures with the same formula, charge and spin (kJ/mol) = 523.3
- HOMO-LUMO gap (Ha) = 0.32427
- total charge = 0
- E (a.u.) = -430.72167

Atom charges from the Löwdin analysis, given in e for atoms 1 to 6: atom 1 (C): -0.029, atom 2 (C): -0.386, atom 3 (C): -0.377, atom 4 (H): 0.038, atom 5 (H): 0.151, atom 6 (H): 0.142

No. 3
Density functional theory data (ωB97M-V with the def2-TZVPD basis set) for a structure of composition C3H3N3O2.

Cartesian coordinates (Å):
C  1.415  0.376  -0.123
C  -2.041  0.532  0.001
C  -3.365  -0.326  0.001
H  3.689  -1.676  0.504
H  2.213  1.231  -0.410
H  -2.114  1.599  -0.051
N  1.909  -0.788  0.182
N  -0.885  -0.062  0.073
N  -4.243  -1.109  -0.108
O  3.335  -0.672  -0.195
O  0.087  0.894  0.124

Cartesian forces, eV/Å:
C 1.78 0.83 0.98
C -0.76 -2.75 0.30
C 0.77 -1.13 -0.63
H -1.32 4.81 -3.49
H -2.45 -1.78 0.45
H -0.25 0.44 0.04
N -0.53 2.87 -1.36
N -2.63 0.16 -0.03
N 2.62 2.74 0.49
O 0.03 -5.45 4.10
O 2.75 -0.74 -0.83

Summary:
- energy above the lowest of the compared OMol25 structures with the same formula, charge and spin (kJ/mol) = 780.0
- HOMO-LUMO gap (Ha) = 0.35675
- total charge = 0
- E (a.u.) = -430.62388

Atom charges from the Löwdin analysis, given in e for atoms 1 to 6: atom 1 (C): -0.158, atom 2 (C): -0.077, atom 3 (C): -0.134, atom 4 (H): 0.270, atom 5 (H): 0.179, atom 6 (H): 0.102

No. 4
Density functional theory data (ωB97M-V with the def2-TZVPD basis set) for an isolated molecule of C3H3N3O2.

Cartesian coordinates (Å):
C  0.105  -0.580  -0.091
C  -2.028  -0.565  -0.005
C  -0.416  0.853  -0.055
H  3.119  -0.622  0.335
H  -2.946  -1.124  0.047
H  1.146  1.894  -0.347
N  1.307  -1.111  0.089
N  -1.807  0.723  0.152
N  0.163  2.027  -0.019
O  2.332  -0.091  -0.013
O  -0.974  -1.403  -0.094

Cartesian forces, eV/Å:
C 3.99 0.10 0.40
C 0.06 2.29 1.21
C 0.98 1.93 0.80
H -1.52 1.20 -0.78
H -0.41 0.39 -0.11
H -0.74 0.15 0.75
N -2.21 2.17 -0.89
N -0.62 -2.91 -0.96
N -0.06 -2.99 -1.14
O 0.11 -2.24 0.99
O 0.42 -0.08 -0.29

Summary:
- energy above the lowest of the compared OMol25 structures with the same formula, charge and spin (kJ/mol) = 401.7
- HOMO-LUMO gap (Ha) = 0.33187
- total charge = 0
- E (a.u.) = -430.76798

Atom charges from the Löwdin analysis, given in e for atoms 1 to 6: atom 1 (C): -0.247, atom 2 (C): -0.128, atom 3 (C): -0.343, atom 4 (H): 0.130, atom 5 (H): 0.140, atom 6 (H): 0.056

Which formula does entry 1 have?
C3H3N3O2

Number 1 is which compound?
C3H3N3O2

Look up the HOMO-LUMO gap of the third one.
0.35675 Ha